a) DFT (ωB97M-V/def2-TZVPD) results for an isolated ion of composition C6H9N2O2 and charge +1.

```
! RIJCOSX wB97M-V def2-TZVPD def2/J DEFGRID3
* xyz 1 1
C 0.551 -2.241 0.569
N 0.656 -0.912 -0.072
C -0.090 0.348 0.599
C 1.002 1.373 1.024
C 1.364 2.252 0.178
O 1.790 2.958 -0.632
C -1.273 0.471 -0.489
N -0.991 0.104 -1.820
C -2.243 1.268 -0.042
O -3.127 1.682 0.590
H -0.390 -2.531 0.946
H 0.801 -2.938 -0.186
H 1.304 -2.367 1.423
H 0.116 -1.002 -0.971
H 1.607 -0.590 -0.115
H -0.418 -0.037 1.563
H 1.593 1.150 2.001
H -0.357 0.879 -2.299
H -1.896 0.132 -2.267
*
```

## Properties
Structure (SMILES) ... C[NH2+][C@@H](C=C=O)C(N)=C=O
Frontier orbital gap ... 9.31 eV
Lowest unoccupied orbital energy ... -3.72 eV
E_HOMO ... -13.02 eV

b) DFT (ωB97M-V/def2-TZVPD) results for an isolated ion of composition C6H9N2O2 and charge +1.

```
! RIJCOSX wB97M-V def2-TZVPD def2/J DEFGRID3
* xyz 1 1
C 2.469 0.430 -0.224
C 2.897 -0.850 -0.157
C 1.249 1.057 -0.186
C -0.349 -0.790 -0.147
C -0.123 0.611 -0.165
C -2.854 -0.933 -0.077
N -1.101 1.532 0.030
N -1.509 -1.418 -0.089
O 3.653 1.133 -0.106
O 3.450 -1.858 0.077
H 1.409 2.101 -0.008
H 0.604 -1.368 -0.361
H -2.911 0.243 -0.091
H -3.350 -1.219 -0.921
H -3.502 -1.368 0.862
H -1.740 1.298 0.740
H -0.777 2.464 -0.069
H -1.508 -2.438 0.069
H 3.995 1.375 0.822
*
```

## Properties
Frontier orbital gap (spin up / spin down) ... 6.54 / 6.50 eV
Lowest unoccupied orbital energy (spin up / spin down) ... -5.18 / -5.20 eV
E_HOMO (spin up / spin down) ... -11.72 / -11.69 eV

Computed stability ranking, most favorable first: b), a)

a) DFT (ωB97M-V/def2-TZVPD) results for one molecule with the formula ClH2O2PS2.

```
! RIJCOSX wB97M-V def2-TZVPD def2/J DEFGRID3
* xyz 0 1
O 1.259 0.383 0.705
P -0.054 -0.340 0.190
O 0.534 -1.168 -1.059
S -1.036 -1.294 1.565
S -1.087 1.244 -0.859
Cl -1.352 2.250 0.854
H 1.816 0.743 0.008
H -0.079 -1.818 -1.405
*
```

## Properties
Structure (SMILES) ... OP(O)(=S)SCl
Frontier orbital gap ... 9.02 eV
Lowest unoccupied orbital energy ... -0.29 eV
E_HOMO ... -9.31 eV

b) DFT (ωB97M-V/def2-TZVPD) results for one molecule with the formula ClH2O2PS2.

```
! RIJCOSX wB97M-V def2-TZVPD def2/J DEFGRID3
* xyz 0 1
O -0.418 -0.368 -1.430
P -0.298 0.701 -0.249
O -0.319 -0.389 0.907
S 1.318 1.937 -0.241
S -2.451 1.395 -0.180
Cl -3.931 -0.140 -0.175
H -0.621 -0.044 -2.312
H 0.118 -0.135 1.719
*
```

## Properties
Structure (SMILES) ... OP(O)(=S)SCl
Frontier orbital gap ... 8.03 eV
Lowest unoccupied orbital energy ... -1.67 eV
E_HOMO ... -9.70 eV

Computed stability ranking, most favorable first: a), b)

a) DFT (ωB97M-V/def2-TZVPD) results for one molecule with the formula CH2Br3PS.

```
! RIJCOSX wB97M-V def2-TZVPD def2/J DEFGRID3
* xyz 0 1
S 1.731 2.559 -0.763
P 1.989 0.791 -0.066
Br 3.012 0.360 1.912
Br 3.250 -0.525 -1.539
C 0.531 -0.345 -0.027
Br 0.920 -2.117 0.252
H -0.227 0.068 0.924
H 0.105 -0.108 -0.914
*
```

## Properties
Structure (SMILES) ... S=P(Br)(Br)CBr
Frontier orbital gap ... 8.85 eV
Lowest unoccupied orbital energy ... -0.94 eV
E_HOMO ... -9.79 eV

b) DFT (ωB97M-V/def2-TZVPD) results for a 2-piece molecular cluster, CH2Br3PS overall.

```
! RIJCOSX wB97M-V def2-TZVPD def2/J DEFGRID3
* xyz 0 1
C 0.591 -1.127 1.384
P -1.137 -0.639 1.537
S -2.060 -2.360 1.602
Br 0.811 1.507 -1.895
Br -1.577 0.819 3.208
Br -1.856 0.456 -0.201
H 0.980 -1.394 2.285
H 0.863 -1.681 0.574
*
```

## Properties
Frontier orbital gap (spin up / spin down) ... 7.93 / 5.55 eV
Lowest unoccupied orbital energy (spin up / spin down) ... -1.61 / -3.51 eV
E_HOMO (spin up / spin down) ... -9.54 / -9.06 eV

Computed stability ranking, most favorable first: a), b)

a) DFT (ωB97M-V/def2-TZVPD) results for a 2-piece molecular cluster, C4H9S overall.

```
! RIJCOSX wB97M-V def2-TZVPD def2/J DEFGRID3
* xyz -1 1
C 0.786 -1.447 -2.183
S -0.727 -2.506 -2.347
H 0.638 -0.485 -2.676
H 1.622 -1.950 -2.674
H 0.973 -1.303 -1.121
C 0.142 0.609 2.248
C -0.483 1.313 1.079
C -0.897 0.772 -0.068
H 1.226 0.752 2.220
H -0.065 -0.463 2.253
H -0.190 1.093 3.175
H -0.725 2.359 1.218
H -1.156 1.511 -0.825
H -1.144 -0.255 -0.296
*
```

## Properties
Frontier orbital gap ... 5.68 eV
Lowest unoccupied orbital energy ... 3.60 eV
E_HOMO ... -2.08 eV

b) DFT (ωB97M-V/def2-TZVPD) results for a 2-piece molecular cluster, C4H9S overall.

```
! RIJCOSX wB97M-V def2-TZVPD def2/J DEFGRID3
* xyz -1 1
C 0.759 1.932 -1.557
S -0.177 0.765 -2.672
H 1.754 2.130 -1.972
H 0.279 2.906 -1.537
H 0.821 1.380 -0.626
C 0.154 -1.503 0.095
C -0.838 -1.201 1.168
C -0.777 -0.123 1.951
H 0.842 -0.713 -0.170
H 0.729 -2.414 0.316
H -0.343 -1.806 -0.822
H -1.744 -1.806 1.152
H -1.660 0.169 2.509
H 0.202 0.283 2.165
*
```

## Properties
Frontier orbital gap ... 6.00 eV
Lowest unoccupied orbital energy ... 3.96 eV
E_HOMO ... -2.04 eV

Computed stability ranking, most favorable first: a), b)

a) DFT (ωB97M-V/def2-TZVPD) results for C12H33FInN3O3 as an isolated structure.

```
! RIJCOSX wB97M-V def2-TZVPD def2/J DEFGRID3
* xyz 2 1
In -19.108 -13.874 -19.580
F -21.021 -15.789 -18.588
C -22.707 -10.486 -19.179
C -21.497 -11.338 -18.854
C -21.406 -11.795 -17.440
O -20.194 -12.558 -17.271
C -19.935 -12.699 -15.855
N -21.455 -12.537 -19.775
H -22.901 -9.657 -18.494
H -23.616 -11.090 -19.103
H -22.753 -10.000 -20.154
H -20.637 -10.680 -18.999
H -22.348 -12.247 -17.117
H -21.403 -10.857 -16.879
H -20.869 -12.632 -15.305
H -19.147 -12.029 -15.509
H -19.485 -13.683 -15.714
H -21.989 -12.191 -20.573
H -22.198 -13.165 -19.461
C -14.701 -16.453 -20.659
C -16.130 -15.973 -20.922
C -17.179 -16.963 -20.479
O -18.494 -16.480 -20.739
C -19.516 -17.449 -20.821
N -16.350 -14.671 -20.169
H -14.038 -15.851 -21.279
H -14.533 -17.513 -20.852
H -14.432 -16.360 -19.605
H -16.209 -15.878 -22.004
H -16.956 -17.401 -19.501
H -17.066 -17.877 -21.070
H -19.595 -17.933 -19.846
H -19.361 -18.180 -21.619
H -20.508 -17.056 -21.040
H -16.147 -14.861 -19.192
H -15.640 -14.016 -20.479
C -20.381 -14.687 -24.326
C -19.539 -14.217 -23.096
C -18.544 -13.121 -23.335
O -17.859 -13.052 -22.077
C -16.712 -12.198 -22.171
N -20.449 -14.071 -21.918
H -20.911 -13.866 -24.807
H -21.009 -15.530 -24.049
H -19.611 -15.043 -25.014
H -18.927 -15.083 -22.827
H -18.982 -12.121 -23.365
H -17.956 -13.454 -24.190
H -17.002 -11.154 -22.308
H -15.990 -12.460 -22.945
H -16.226 -12.272 -21.199
H -21.124 -13.370 -22.230
H -21.056 -14.884 -21.990
*
```

## Properties
Frontier orbital gap ... 5.37 eV
Lowest unoccupied orbital energy ... -10.95 eV
E_HOMO ... -16.32 eV

b) DFT (ωB97M-V/def2-TZVPD) results for C12H33FInN3O3 as an isolated structure.

```
! RIJCOSX wB97M-V def2-TZVPD def2/J DEFGRID3
* xyz 2 1
In -1.143 0.127 0.240
F -2.295 1.653 -0.797
C 2.736 1.933 -0.245
C 1.303 1.359 -0.437
C 1.246 0.412 -1.671
O -0.168 0.179 -1.849
C -0.652 0.330 -3.153
N 0.962 0.574 0.737
H 2.969 2.498 -1.148
H 3.516 1.178 -0.142
H 2.771 2.763 0.461
H 0.440 2.016 -0.545
H 1.710 -0.570 -1.583
H 1.687 0.878 -2.552
H -1.696 0.044 -3.284
H -0.115 -0.331 -3.833
H -0.656 1.402 -3.351
H 1.096 1.112 1.581
H 1.725 -0.085 0.685
C -0.738 2.835 3.451
C -0.375 1.932 2.340
C -0.144 0.533 2.877
O 0.215 -0.387 1.835
C 0.625 -1.626 2.351
N -1.447 2.058 1.432
H -0.066 2.804 4.308
H -1.742 2.672 3.843
H -0.769 3.860 3.082
H 0.487 2.300 1.783
H -1.062 0.169 3.337
H 0.510 0.583 3.748
H -0.006 -2.135 3.079
H 1.597 -1.384 2.780
H 0.877 -2.308 1.538
H -2.315 2.095 1.948
H -1.308 2.904 0.898
C 1.043 -3.506 -1.257
C 0.424 -2.097 -1.176
C -0.935 -1.958 -1.818
O -1.715 -0.801 -1.513
C -2.932 -0.821 -2.269
N 0.478 -1.560 0.156
H 1.057 -3.996 -2.230
H 0.448 -4.143 -0.603
H 2.063 -3.453 -0.875
H 1.037 -1.330 -1.649
H -1.559 -2.801 -1.521
H -0.897 -1.899 -2.906
H -3.458 0.055 -1.888
H -3.629 -1.637 -2.082
H -2.844 -0.629 -3.338
H 0.190 -2.273 0.812
H 1.455 -1.526 0.408
*
```

## Properties
Frontier orbital gap ... 7.39 eV
Lowest unoccupied orbital energy ... -7.90 eV
E_HOMO ... -15.29 eV

Computed stability ranking, most favorable first: a), b)

a) DFT (ωB97M-V/def2-TZVPD) results for one molecule with the formula C22H23N3O5S.

```
! RIJCOSX wB97M-V def2-TZVPD def2/J DEFGRID3
* xyz 0 1
C -0.856 -3.583 1.361
O -1.981 -2.776 1.109
C -2.191 -2.347 -0.172
C -1.508 -2.787 -1.292
C -1.815 -2.270 -2.543
C -2.809 -1.323 -2.686
C -3.501 -0.872 -1.573
C -3.195 -1.371 -0.319
N -3.848 -0.899 0.820
S -4.212 0.726 0.951
O -5.390 1.022 0.193
O -4.226 1.007 2.356
C -2.832 1.579 0.173
C -3.119 2.692 -0.590
C -2.076 3.385 -1.184
C -0.777 2.942 -1.030
C -0.497 1.803 -0.272
N 0.832 1.399 -0.165
C 1.314 0.166 0.189
O 0.612 -0.794 0.464
C 2.771 0.048 0.169
N 3.285 -1.227 0.126
C 4.622 -1.200 0.115
C 5.439 -2.432 0.059
C 5.022 0.142 0.149
C 6.434 0.520 0.079
C 6.775 1.940 -0.313
O 7.315 -0.292 0.284
C 3.838 0.933 0.202
C 3.743 2.410 0.394
C -1.541 1.128 0.357
H -0.843 -3.741 2.438
H 0.058 -3.069 1.054
H -0.932 -4.551 0.856
H -0.727 -3.524 -1.202
H -1.268 -2.620 -3.406
H -3.049 -0.928 -3.661
H -4.281 -0.133 -1.658
H -3.490 -1.291 1.678
H -4.147 2.992 -0.708
H -2.276 4.266 -1.775
H 0.035 3.476 -1.504
H 1.504 2.043 -0.556
H 2.692 -2.043 0.113
H 5.847 -2.653 1.045
H 4.840 -3.277 -0.275
H 6.289 -2.289 -0.605
H 7.796 1.960 -0.687
H 6.728 2.581 0.565
H 6.095 2.320 -1.069
H 3.736 2.942 -0.560
H 4.591 2.770 0.967
H 2.840 2.666 0.946
H -1.339 0.263 0.963
*
```

## Properties
Structure (SMILES) ... COc1ccccc1NS(=O)(=O)c1cccc(NC(=O)c2[nH]c(C)c(C(C)=O)c2C)c1
Frontier orbital gap ... 8.56 eV
Lowest unoccupied orbital energy ... 0.30 eV
E_HOMO ... -8.26 eV

b) DFT (ωB97M-V/def2-TZVPD) results for one molecule with the formula C22H23N3O5S.

```
! RIJCOSX wB97M-V def2-TZVPD def2/J DEFGRID3
* xyz 0 1
C 0.163 0.282 -3.760
C 1.448 -0.245 -3.137
N 1.186 -0.842 -1.839
C 2.294 -0.882 -0.900
C 3.499 -1.675 -1.392
S 0.277 -2.244 -1.925
O 0.385 -2.879 -3.208
O 0.517 -3.034 -0.752
C -1.401 -1.633 -1.721
C -2.465 -2.346 -2.260
C -3.755 -1.958 -1.978
C -3.992 -0.872 -1.125
N -5.267 -0.492 -0.828
C -5.634 0.573 -0.020
O -6.805 0.823 0.167
C -4.506 1.296 0.546
C -3.223 0.945 0.311
C -2.136 1.771 0.944
O -2.122 2.977 0.855
N -1.219 1.026 1.625
C -0.017 1.473 2.190
C 0.191 2.801 2.555
C 1.408 3.177 3.096
C 2.422 2.255 3.282
C 2.225 0.926 2.912
C 3.278 -0.119 3.032
C 4.434 0.181 3.952
O 3.203 -1.156 2.412
C 1.001 0.545 2.372
C -2.909 -0.159 -0.563
C -1.608 -0.555 -0.898
H -0.339 0.970 -3.084
H -0.506 -0.543 -3.988
H 0.396 0.806 -4.684
H 1.899 -0.981 -3.813
H 2.152 0.577 -2.984
H 1.914 -1.353 0.005
H 2.573 0.151 -0.670
H 4.229 -1.749 -0.590
H 3.966 -1.199 -2.253
H 3.180 -2.677 -1.669
H -2.253 -3.187 -2.900
H -4.594 -2.490 -2.400
H -6.034 -1.014 -1.237
H -4.743 2.137 1.179
H -1.328 0.021 1.603
H -0.590 3.527 2.406
H 1.563 4.207 3.377
H 3.365 2.578 3.694
H 5.032 -0.717 4.082
H 5.058 0.956 3.512
H 4.075 0.529 4.917
H 0.861 -0.490 2.093
H -0.744 -0.019 -0.541
*
```

## Properties
Structure (SMILES) ... CCN(CC)S(=O)(=O)c1ccc2[nH]c(=O)cc(C(=O)Nc3cccc(C(C)=O)c3)c2c1
Frontier orbital gap ... 8.49 eV
Lowest unoccupied orbital energy ... -0.48 eV
E_HOMO ... -8.97 eV

Computed stability ranking, most favorable first: b), a)

a) DFT (ωB97M-V/def2-TZVPD) results for a 2-piece molecular cluster, C4HCl4IN2O2 overall.

```
! RIJCOSX wB97M-V def2-TZVPD def2/J DEFGRID3
* xyz 0 1
Cl -1.522 2.442 -1.876
C -1.150 1.380 -0.645
C -1.759 0.212 -0.304
Cl -3.058 -0.389 -1.148
C -1.275 -0.202 1.021
Cl -0.675 -1.910 1.350
C -0.141 0.838 1.193
I 1.180 0.897 2.781
N -0.166 1.743 0.310
H -1.888 -0.214 2.017
O 2.019 -1.730 -0.181
N 2.677 -1.195 -0.984
O 3.711 -0.630 -0.900
Cl 2.048 -1.240 -2.635
*
```

## Properties
Structure (SMILES) ... ClC1=C(Cl)[C@@H](Cl)C(I)=N1.O=[N+]([O-])Cl
Frontier orbital gap ... 8.33 eV
Lowest unoccupied orbital energy ... -0.79 eV
E_HOMO ... -9.12 eV

b) DFT (ωB97M-V/def2-TZVPD) results for one molecule with the formula C4HCl4IN2O2.

```
! RIJCOSX wB97M-V def2-TZVPD def2/J DEFGRID3
* xyz 0 1
O 2.486 -3.285 1.125
N 2.467 -2.096 1.048
O 3.355 -1.322 1.245
N 1.243 -1.519 0.731
C 0.165 -2.182 -0.149
Cl 0.280 -3.790 -0.581
C -0.719 -1.224 -0.458
Cl -2.131 -1.410 -1.377
C -0.409 0.063 0.238
Cl -1.479 0.173 1.684
C 1.060 -0.114 0.644
Cl 1.486 0.693 2.149
I 2.300 0.686 -1.010
H -0.609 0.958 -0.346
*
```

## Properties
Structure (SMILES) ... O=[N+]([O-])N1C(Cl)=C(Cl)[C@@H](Cl)[C@]1(Cl)I
Frontier orbital gap ... 9.02 eV
Lowest unoccupied orbital energy ... -0.67 eV
E_HOMO ... -9.69 eV

Computed stability ranking, most favorable first: b), a)

a) DFT (ωB97M-V/def2-TZVPD) results for a 2-piece molecular cluster, C7H14P overall.

```
! RIJCOSX wB97M-V def2-TZVPD def2/J DEFGRID3
* xyz 1 1
C 0.722 2.686 -0.466
C 0.661 1.792 0.509
C -1.873 -1.088 -0.654
C -1.837 -0.639 0.881
C -0.845 -0.069 -1.290
C -0.406 -0.669 1.368
C 2.904 -1.113 -0.242
P 0.416 0.048 -0.012
H 1.081 3.729 -0.324
H 0.613 2.431 -1.570
H 0.712 1.895 1.575
H -1.516 -2.096 -0.839
H -2.855 -0.970 -0.908
H -2.242 0.437 0.934
H -2.534 -1.399 1.440
H -0.622 -0.524 -2.214
H -1.293 0.891 -1.429
H -0.056 -0.087 2.273
H -0.137 -1.676 1.727
H 3.083 -0.393 0.591
H 3.253 -1.002 -1.294
H 2.772 -2.183 -0.056
*
```

## Properties
Frontier orbital gap ... 8.11 eV
Lowest unoccupied orbital energy ... -5.29 eV
E_HOMO ... -13.40 eV

b) DFT (ωB97M-V/def2-TZVPD) results for an isolated ion of composition C7H14P and charge +1.

```
! RIJCOSX wB97M-V def2-TZVPD def2/J DEFGRID3
* xyz 1 1
C 0.384 -0.521 2.264
C 1.225 0.555 2.394
C -0.657 -0.438 1.207
C 0.921 1.897 1.870
C 0.714 -1.534 -1.621
C -1.814 0.717 -1.110
C 1.124 -0.057 -1.214
P -0.144 0.798 -0.171
H 0.320 -1.506 2.729
H 2.105 0.445 3.159
H -0.856 -1.394 0.787
H -1.637 0.042 1.506
H 0.058 2.496 2.262
H 1.646 2.483 1.303
H -0.159 -1.458 -2.235
H 1.535 -1.943 -2.153
H 0.597 -2.087 -0.763
H -2.275 1.698 -1.245
H -2.439 0.124 -0.439
H -1.485 0.250 -2.024
H 1.248 0.422 -2.198
H 2.156 -0.064 -0.630
*
```

## Properties
Frontier orbital gap ... 8.06 eV
Lowest unoccupied orbital energy ... -5.51 eV
E_HOMO ... -13.57 eV

Computed stability ranking, most favorable first: b), a)